# 1
The following is a quantum chemistry calculation of C52H54N11O7RbS3 as an isolated structure at a distorted geometry, from the Open Molecules 2025 dataset.

```
128
Properties=species:S:1:pos:R:3:mulliken_charge:R:1
Rb -1.530 -0.124 0.788 -0.04
C 0.931 -2.837 0.366 0.10
N 0.508 -3.018 -1.012 1.46
C -0.448 -4.103 -1.118 -1.27
C -1.849 -3.778 -0.596 0.59
C -2.797 -3.145 -1.606 -1.21
N -2.569 -1.718 -1.818 0.94
C -2.895 -1.297 -2.973 -0.81
C -2.943 0.076 -3.473 0.80
C -3.563 0.240 -4.715 -0.58
C -3.778 1.476 -5.290 -0.92
C -3.340 2.601 -4.581 -0.54
C -2.702 2.481 -3.370 -1.03
C -2.452 1.215 -2.750 0.37
O -1.822 1.112 -1.647 0.13
C 1.683 -3.203 -1.870 0.08
C 1.425 -3.131 -3.375 -1.51
C 0.546 -1.971 -3.826 0.49
N 1.253 -0.694 -3.727 -0.75
C 1.268 -0.139 -2.592 0.36
C 1.851 1.217 -2.432 0.18
C 1.610 2.195 -3.387 -0.46
C 2.055 3.495 -3.202 -1.05
C 2.718 3.825 -2.027 -1.02
C 2.976 2.854 -1.067 -0.09
C 2.578 1.535 -1.281 0.77
O 2.864 0.536 -0.399 -0.18
H 1.292 -3.782 0.814 0.26
H 0.090 -2.497 0.974 -0.45
H 1.744 -2.112 0.411 -0.74
H -0.057 -4.989 -0.580 0.44
H -0.539 -4.391 -2.169 0.28
H -1.809 -3.119 0.275 -0.80
H -2.310 -4.715 -0.260 0.43
H -3.820 -3.258 -1.226 0.37
H -2.747 -3.704 -2.555 0.35
H -3.227 -2.031 -3.728 -0.02
H -3.895 -0.656 -5.234 0.33
H -4.271 1.571 -6.248 0.36
H -3.505 3.592 -4.992 0.40
H -2.362 3.372 -2.856 0.19
H 2.173 -4.167 -1.640 0.45
H 2.405 -2.437 -1.585 -0.53
H 0.964 -4.060 -3.729 0.43
H 2.396 -3.057 -3.873 0.53
H -0.375 -1.948 -3.239 -0.57
H 0.270 -2.125 -4.872 0.52
H 0.801 -0.588 -1.711 0.54
H 1.057 1.912 -4.274 0.50
H 1.849 4.252 -3.948 0.38
H 3.025 4.848 -1.844 0.49
H 3.457 3.123 -0.137 0.36
N 1.419 -1.346 4.243 -0.47
C 0.803 -0.129 4.366 0.50
N 0.524 0.634 3.360 0.06
C 0.062 1.863 3.794 -0.10
C -0.061 2.003 5.135 -0.46
S 0.470 0.563 5.924 -0.38
C -0.255 2.906 2.802 -0.44
C -0.382 4.222 3.089 -0.41
S -0.804 5.083 1.654 -0.38
C -0.767 3.577 0.768 0.08
N -0.448 2.540 1.488 0.35
N -1.026 3.542 -0.553 -0.06
H 1.386 -1.714 3.301 0.16
H 1.190 -2.033 4.942 0.27
H -0.459 2.836 5.688 0.46
H -0.237 4.722 4.031 0.47
H -1.436 4.362 -0.962 0.24
H -1.271 2.625 -0.980 0.17
N -1.089 -2.869 3.110 -0.31
C -2.148 -3.240 3.353 -0.19
C -3.530 -3.581 3.594 0.47
C -4.352 -3.854 2.507 0.08
C -5.678 -4.184 2.725 -0.64
C -6.181 -4.235 4.019 -0.43
C -5.357 -3.952 5.100 -0.55
C -4.027 -3.622 4.890 -0.52
H -3.950 -3.777 1.507 0.41
H -6.325 -4.386 1.881 0.42
H -7.221 -4.486 4.184 0.38
H -5.752 -3.978 6.107 0.38
H -3.375 -3.384 5.720 0.48
O -3.356 0.881 2.560 -0.58
C -4.024 -0.090 2.158 -0.04
O -3.673 -1.292 2.065 -0.17
C -5.423 0.214 1.660 0.14
C -6.427 0.600 2.543 -0.31
C -7.711 0.844 2.088 -0.49
C -7.964 0.713 0.733 0.03
C -6.983 0.354 -0.176 -0.51
C -5.709 0.096 0.300 -0.28
N -9.334 0.961 0.244 1.01
O -9.546 0.841 -0.948 -0.63
O -10.186 1.270 1.060 -0.65
H -6.192 0.715 3.593 0.48
H -8.508 1.134 2.756 0.46
H -7.221 0.277 -1.226 0.51
H -4.924 -0.198 -0.389 0.68
C 6.862 1.421 2.834 -1.03
C 5.475 0.792 2.808 -0.28
C 4.593 1.404 1.728 -0.87
N 5.061 1.095 0.375 0.21
C 4.311 0.084 -0.298 -0.52
S 4.308 -1.512 0.501 -0.61
N 4.749 -0.019 -1.697 0.26
C 5.738 0.487 -2.453 -0.32
O 5.868 0.180 -3.635 -0.73
C 6.747 1.442 -1.876 0.44
C 7.756 0.990 -1.035 0.06
C 8.737 1.867 -0.601 -0.40
C 8.703 3.203 -0.988 -0.50
C 7.693 3.653 -1.826 -0.67
C 6.722 2.768 -2.281 -0.14
H 7.507 0.953 3.583 0.42
H 6.814 2.492 3.061 0.27
H 7.340 1.312 1.860 0.07
H 4.979 0.920 3.777 0.39
H 5.542 -0.278 2.611 0.17
H 4.625 2.497 1.834 0.48
H 3.551 1.097 1.860 0.21
H 5.074 1.933 -0.190 0.10
H 4.196 -0.702 -2.201 0.07
H 7.746 -0.041 -0.705 0.33
H 9.520 1.513 0.059 0.43
H 9.460 3.891 -0.630 0.37
H 7.659 4.692 -2.130 0.38
H 5.934 3.102 -2.946 0.45
```

F_max   0.01980 hartree/bohr
E   -118687.4096 eV
Total charge   -2
Spin multiplicity   1

# 2
The following is a quantum chemistry calculation of one molecule with the formula C4H5NS2 at a distorted geometry, from the Open Molecules 2025 dataset.

```
12
Properties=species:S:1:pos:R:3:mulliken_charge:R:1
C -1.181 -0.938 0.918 -0.23
C -0.021 -0.097 0.819 0.07
C 0.718 0.435 -1.077 -0.30
C -0.136 1.330 -0.182 -0.05
H -2.169 -0.270 1.066 0.24
H 0.450 0.332 1.695 0.41
H 1.682 -1.472 -0.139 0.30
H 1.529 0.874 -1.714 0.34
H -0.224 -0.084 -1.690 0.21
N 1.200 -0.390 0.130 -0.50
S -1.095 -2.520 0.709 -0.23
S -0.754 2.800 -0.535 -0.26
```

F_max   0.11470 hartree/bohr
E   -27384.7532 eV
Total charge   0
Spin multiplicity   1
SMILES   S=C[C@H]1NCC1=S

# 3
The following is a quantum chemistry calculation of one molecule with the formula C40H51NO14 at a distorted geometry, from the Open Molecules 2025 dataset.

```
106
Properties=species:S:1:pos:R:3:mulliken_charge:R:1
C 0.501 5.050 -2.548 -0.98
H -0.450 5.433 -2.188 0.28
H 0.444 4.799 -3.609 0.36
H 1.290 5.789 -2.402 0.27
O 0.775 3.885 -1.781 -0.12
C 1.920 3.245 -2.059 -0.89
O 2.675 3.603 -2.925 -0.60
C 2.176 2.072 -1.139 0.96
H 3.036 1.532 -1.540 1.48
C 1.016 1.060 -1.029 -0.35
O -0.204 1.632 -0.609 0.80
H -0.289 2.509 -1.012 0.45
H 1.295 0.354 -0.236 -0.61
C 0.808 0.221 -2.310 0.13
H 1.737 -0.321 -2.507 0.80
C 0.455 1.090 -3.518 -1.91
H -0.314 1.817 -3.266 0.05
H 1.336 1.616 -3.875 0.40
H 0.071 0.476 -4.326 0.71
C -0.300 -0.829 -2.004 1.10
O -1.554 -0.425 -2.492 -0.81
H -1.771 0.400 -2.040 0.59
H -0.350 -0.943 -0.911 -1.33
C 0.055 -2.226 -2.552 1.88
C -0.880 -3.364 -2.195 -1.89
C -2.174 -3.522 -1.916 0.48
C -3.213 -2.534 -1.596 1.62
C -3.262 -1.643 -0.555 0.65
C -4.229 -0.577 -0.670 0.36
C -4.048 0.646 -0.100 0.97
C -2.877 0.905 0.701 1.39
O -2.642 2.037 1.163 -0.96
C -1.990 -0.223 0.983 -0.63
C -2.253 -1.511 0.473 -0.19
C -1.505 -2.584 0.963 0.47
C -0.323 -2.374 1.671 1.32
C 0.061 -1.064 1.948 -0.63
C -0.820 0.003 1.728 0.08
O -0.486 1.216 2.184 -0.62
H -1.247 1.817 1.899 0.57
N 1.336 -0.782 2.470 0.37
C 2.460 -1.112 1.774 0.44
O 2.402 -1.747 0.730 -0.70
C 3.763 -0.693 2.359 1.23
C 4.005 0.417 3.069 -0.97
C 3.097 1.459 3.542 -1.20
C 3.302 2.762 3.360 -1.14
C 4.462 3.375 2.645 1.21
H 5.091 2.601 2.201 0.19
C 5.278 4.160 3.681 -1.97
H 5.533 3.527 4.528 0.43
H 6.198 4.533 3.235 0.46
H 4.697 5.007 4.036 0.38
C 4.030 4.347 1.515 -0.88
O 3.003 5.212 1.922 -0.71
H 2.170 4.728 1.822 0.44
C 3.698 3.662 0.168 0.29
H 3.333 4.476 -0.468 0.48
C 4.947 3.064 -0.478 -1.97
H 5.179 2.090 -0.054 0.28
H 4.804 2.952 -1.549 0.42
H 5.799 3.721 -0.323 0.51
C 2.573 2.611 0.272 1.40
O 1.483 3.186 0.943 -0.98
H 0.776 2.528 1.047 -0.01
H 2.946 1.743 0.839 -0.62
H 4.888 5.005 1.323 0.77
H 2.604 3.472 3.779 0.51
H 2.236 1.161 4.129 1.04
H 5.046 0.608 3.311 0.43
C 4.884 -1.608 1.957 -1.91
H 4.771 -2.571 2.454 0.35
H 5.853 -1.190 2.216 0.45
H 4.838 -1.790 0.885 0.35
H 1.377 -0.009 3.117 0.27
C 0.525 -3.526 2.106 -2.24
H -0.077 -4.423 2.215 0.55
H 1.296 -3.715 1.358 0.25
H 1.021 -3.297 3.047 0.43
O -1.883 -3.919 0.815 -0.44
C -3.136 -4.307 1.091 0.70
O -4.076 -3.569 1.227 -0.51
C -3.190 -5.806 1.244 -1.47
H -3.069 -6.037 2.301 0.42
H -2.385 -6.276 0.688 0.32
H -4.157 -6.182 0.924 0.37
C -5.022 1.759 -0.340 -1.92
H -4.700 2.638 0.213 0.41
H -6.018 1.466 -0.013 0.36
H -5.077 1.997 -1.401 0.29
O -5.288 -0.751 -1.510 -0.52
C -5.450 -2.080 -1.892 -0.52
O -4.281 -2.628 -2.430 -0.53
H -6.214 -2.108 -2.672 0.31
H -5.758 -2.682 -1.015 0.34
C -2.774 -4.907 -2.047 -2.18
H -3.603 -5.051 -1.360 0.36
H -2.022 -5.671 -1.874 0.46
H -3.161 -5.023 -3.060 0.33
H -0.338 -4.290 -2.367 0.50
C 0.090 -2.227 -4.090 -2.15
H 0.226 -3.242 -4.455 0.52
H -0.844 -1.825 -4.468 0.36
H 0.929 -1.630 -4.431 0.41
O 1.358 -2.573 -2.119 -0.74
H 1.463 -2.411 -1.170 0.23
```

F_max   0.02088 hartree/bohr
E   -72463.3783 eV
Total charge   0
Spin multiplicity   1

# 4
The following is a quantum chemistry calculation of one molecule with the formula C13H13BrN2 at a distorted geometry, from the Open Molecules 2025 dataset.

```
29
Properties=species:S:1:pos:R:3:mulliken_charge:R:1
C -3.010 -3.096 0.709 -1.52
C -2.198 -1.861 0.183 0.73
C -0.960 -1.820 -0.480 -0.75
C -0.414 -0.802 -0.905 0.20
C -1.002 0.322 -0.839 0.44
C -2.318 0.450 0.019 -0.11
C -3.006 -0.728 0.559 -1.02
H -3.890 -0.491 0.770 0.54
Br -3.145 2.261 0.218 -0.25
N -0.397 1.600 -1.156 -0.07
H -0.891 2.704 -0.775 0.28
C 0.840 1.800 -1.657 -1.64
C 1.947 1.128 -0.586 0.44
C 1.696 1.656 0.906 -0.33
C 2.597 1.164 1.688 -0.16
C 3.692 0.516 1.508 -0.39
N 4.049 0.137 0.161 -0.55
C 3.081 0.614 -0.706 0.22
H 3.472 0.546 -1.881 0.17
H 4.493 0.270 2.199 0.39
H 2.393 1.361 2.775 0.21
H 0.644 2.157 1.330 0.15
H 1.144 2.847 -1.812 0.39
H 1.029 1.111 -2.257 0.92
H 0.486 -0.688 -1.605 0.25
H -0.570 -2.848 -0.630 0.35
H -3.748 -3.068 1.428 0.42
H -3.586 -3.359 -0.240 0.27
H -2.428 -3.881 1.075 0.42
```

F_max   0.26350 hartree/bohr
E   -86704.5550 eV
Total charge   0
Spin multiplicity   1
SMILES   Cc1ccc(NCc2cccnc2)c(Br)c1

# 5
The following is a quantum chemistry calculation of C4H13GdNO3Si2 as an isolated structure at a distorted geometry, from the Open Molecules 2025 dataset.

```
24
Properties=species:S:1:pos:R:3:mulliken_charge:R:1
C 3.964 0.374 -0.451 -1.21
C 2.572 -0.482 -0.173 -0.51
C 1.345 0.477 0.437 -0.66
C 0.052 -0.521 0.614 -0.62
Si -1.663 0.344 0.303 0.53
O -2.892 -0.882 0.748 -0.24
Si -4.179 -0.932 -0.456 0.40
O -1.905 1.675 1.459 -0.13
N -2.381 2.773 0.841 0.47
O -3.393 2.541 0.199 -0.04
H 4.828 -0.123 0.200 0.37
H 3.789 1.507 -0.173 0.38
H 4.231 0.313 -1.612 0.38
H 2.219 -1.111 -1.113 -0.04
H 2.828 -1.242 0.707 0.50
H 1.739 0.804 1.515 0.40
H 1.151 1.416 -0.236 0.47
H 0.162 -1.431 -0.126 0.14
H 0.046 -0.853 1.756 0.40
H -1.831 0.852 -1.055 -0.01
H -4.340 -2.347 -0.849 -0.01
H -5.475 -0.523 0.143 0.04
H -3.894 -0.191 -1.681 -0.03
Gd 3.025 -2.437 -1.000 2.02
```

F_max   0.22441 hartree/bohr
E   -48541.6697 eV
⟨S²⟩   16.793
Total charge   +3
Spin multiplicity   8

# 6
The following is a quantum chemistry calculation of one molecule with the formula C11H11BrO3 at a distorted geometry, from the Open Molecules 2025 dataset.

```
26
Properties=species:S:1:pos:R:3:mulliken_charge:R:1
C -0.717 -0.330 2.117 -0.66
C -0.844 0.883 1.509 -0.96
C -0.878 -0.162 -0.657 0.54
C -0.194 -1.411 1.399 0.82
C -0.312 -1.276 0.030 0.61
C -0.494 1.033 0.146 0.12
C 1.267 4.163 -0.987 -0.21
C -1.793 -0.360 -1.629 -0.62
C 0.918 2.822 -0.918 0.78
C 0.411 -2.494 2.196 -1.30
C 0.268 -2.352 -1.055 -1.80
O 1.818 4.638 -1.997 -0.57
O 0.049 2.310 -0.051 -0.33
O 1.414 1.890 -1.718 -0.55
Br -2.638 -2.056 -1.951 -0.14
H -0.778 -0.360 3.207 0.38
H -0.844 1.745 2.062 0.52
H 0.758 4.775 -0.221 0.30
H -2.064 0.315 -2.453 0.45
H -0.436 -3.170 2.636 0.25
H 1.039 -3.177 1.592 0.35
H 0.929 -1.889 2.979 0.35
H 0.314 -1.858 -1.989 0.48
H 1.233 -2.644 -0.569 0.50
H -0.413 -3.268 -1.128 0.33
H 1.987 2.233 -2.551 0.39
```

F_max   0.08130 hartree/bohr
E   -87764.4148 eV
Total charge   0
Spin multiplicity   1